Run A
A cluster of 7 separate species, C28H77N7O7 in total. Source: OMol25; level of theory: wB97M-V/def2-TZVPD.

Geometry as ORCA input:
```
! wB97M-V def2-TZVPD RIJCOSX def2/J DEFGRID3
* xyz 0 1
C 29.15000 18.56500 26.83200
O 27.82400 18.98500 26.58200
C 27.22200 18.11700 25.57300
C 25.79600 18.56600 25.13900
C 24.84400 18.43300 26.25900
N 25.43800 17.75000 24.04100
H 29.26100 17.66900 27.28900
H 29.69300 19.27300 27.40100
H 29.70500 18.43400 25.70300
H 27.79800 17.98200 24.80100
H 26.94200 17.04000 26.09300
H 25.89300 19.65100 24.77900
H 23.75300 18.71400 26.02500
H 25.01700 18.80900 27.30100
H 24.53800 17.52500 26.60000
H 25.32100 16.83900 24.49500
H 26.11700 17.69500 23.07900
C 35.07100 18.24800 32.75800
O 34.14500 19.01600 33.53200
C 34.58200 19.36800 34.83700
C 33.75200 20.54500 35.40600
C 34.06500 21.83700 34.75400
N 33.96300 20.79000 36.73700
H 35.97700 18.54200 32.51600
H 34.61700 18.03600 31.76000
H 35.25500 17.52800 33.41600
H 34.22200 18.48500 35.40100
H 35.65700 19.53400 35.03400
H 32.75800 20.18500 35.14200
H 33.82800 22.82100 35.35800
H 33.52400 21.85800 33.65200
H 34.96600 21.92000 34.48500
H 33.47200 19.96900 37.42600
H 33.29700 21.44200 37.02500
C 32.64900 19.04400 26.92600
O 31.96100 19.28800 28.12400
C 32.78900 20.00800 29.09600
C 31.96800 19.82300 30.47700
C 30.71600 20.77200 30.44900
N 32.75200 20.31300 31.49800
H 32.94500 20.09100 26.56800
H 31.81900 18.67800 26.23700
H 33.43700 18.51800 27.10400
H 33.85400 19.55800 29.32700
H 33.03800 20.96200 28.85600
H 31.53700 18.93900 30.63800
H 30.92100 21.88200 30.53900
H 30.21200 20.45900 31.46500
H 30.06300 20.65200 29.67900
H 33.44700 19.57400 31.51800
H 32.18900 20.47000 32.43500
C 36.61600 18.76400 26.22900
O 36.13500 17.41800 26.06900
C 35.17500 17.42000 24.87400
C 34.36900 16.17700 24.91100
C 35.19900 14.79000 24.83600
N 33.39900 16.08700 23.81000
H 37.47600 18.99000 27.06500
H 35.70900 19.42000 26.48900
H 37.23000 19.46200 25.58500
H 34.73400 18.37600 24.74200
H 35.66000 17.26300 23.92100
H 33.83800 16.04300 25.77100
H 35.76900 14.80800 25.83300
H 35.86700 14.72000 23.93600
H 34.48700 13.84900 24.80800
H 33.08900 17.15200 23.50700
H 32.69600 15.46700 24.02700
C 30.51000 16.10400 30.12700
O 30.22400 16.74100 31.34300
C 31.30700 16.66800 32.31900
C 30.79900 17.19500 33.68500
C 30.52000 18.66900 33.68500
N 31.70100 16.85100 34.73300
H 29.56800 16.48800 29.55600
H 30.35500 15.07400 30.28400
H 31.29700 16.41800 29.61100
H 31.28300 15.62400 32.21000
H 32.11500 17.04400 31.75700
H 30.03700 16.58400 33.97900
H 31.29100 19.35900 33.53200
H 30.09300 19.07400 34.62500
H 29.68400 19.08700 33.16300
H 31.38800 17.30300 35.73200
H 32.67300 17.01300 34.48700
C 29.81700 22.35100 23.80400
O 29.20200 22.87900 24.89600
C 27.96200 22.26700 25.27300
C 27.34300 22.67300 26.62300
C 28.36900 22.44400 27.85200
N 26.26800 21.91900 27.10500
H 30.77400 22.79600 23.66900
H 29.36500 22.72700 22.91800
H 29.56500 21.40300 23.84600
H 27.19700 21.94300 24.59700
H 28.45000 21.14500 25.44900
H 27.26700 23.75600 26.73000
H 27.92400 23.12500 28.54500
H 29.41500 23.02700 27.69500
H 28.67800 21.32600 28.08800
H 26.43800 20.86000 27.02300
H 25.66300 22.13700 26.34800
C 33.63700 23.82200 30.10600
O 34.10000 24.89700 30.99900
C 35.27500 25.44500 30.51400
C 36.45000 24.65500 31.14800
C 36.40800 24.76000 32.60600
N 37.67700 25.29600 30.81700
H 34.09800 22.85200 30.40600
H 33.63100 24.09200 29.03500
H 32.78600 23.41600 30.56700
H 35.28600 25.30900 29.51600
H 35.24500 26.56800 30.49700
H 36.40900 23.51200 30.70500
H 36.81800 23.89400 33.06700
H 35.55500 24.86400 33.23200
H 36.60300 25.69000 33.00800
H 37.65900 26.38100 31.08100
H 37.91500 25.49500 29.78700
*
```

Properties
Highest occupied orbital energy (eV): -8.62
Kohn-Sham gap (eV): 8.95
SMILES string: COC[C@H](C)N.COC[C@H](C)N.COC[C@H](C)N.COC[C@H](C)N.COC[C@H](C)N.COC[C@H](C)N.COC[C@H](C)N

These are the Löwdin partial charges, in e, on atoms 1 to 2: -0.107 -0.213

Run B
A cluster of 7 separate species, C28H77N7O7 in total. Source: OMol25; level of theory: wB97M-V/def2-TZVPD.

Geometry as ORCA input:
```
! wB97M-V def2-TZVPD RIJCOSX def2/J DEFGRID3
* xyz 0 1
C -10.59810 -35.36559 -20.47248
O -10.15411 -34.48347 -19.49864
C -9.94194 -35.00846 -18.20436
C -9.29700 -34.03520 -17.14817
C -9.31214 -34.64013 -15.74012
N -10.11725 -32.81520 -17.07386
H -10.82167 -34.81626 -21.38700
H -11.57355 -35.80815 -20.27062
H -9.87272 -36.12580 -20.76231
H -10.94520 -35.26991 -17.86791
H -9.35842 -35.92169 -18.32105
H -8.27395 -33.90387 -17.50062
H -10.25656 -34.52461 -15.20831
H -8.52079 -34.29732 -15.07351
H -9.15329 -35.71840 -15.72667
H -11.06080 -33.08002 -16.82956
H -10.22470 -32.49392 -18.02535
C -5.95927 -30.79491 -21.01540
O -6.15724 -29.41501 -20.87380
C -5.62803 -28.80395 -19.66761
C -5.98620 -27.31576 -19.56313
C -5.04931 -26.60164 -18.62688
N -7.39220 -27.07500 -19.20118
H -4.89987 -30.98901 -21.18303
H -6.55298 -31.22830 -21.82023
H -6.27299 -31.28635 -20.09444
H -5.95728 -29.42203 -18.83234
H -4.54864 -28.95135 -19.70360
H -6.00723 -26.98850 -20.60262
H -5.26881 -25.53867 -18.72704
H -4.04080 -26.77009 -19.00452
H -5.18698 -26.91108 -17.59084
H -7.52273 -27.32091 -18.23031
H -8.07649 -27.64081 -19.68252
C -10.83074 -29.80407 -27.19961
O -11.33768 -29.31590 -25.96063
C -10.57484 -29.68686 -24.87049
C -11.41662 -29.39758 -23.60889
C -11.82948 -27.98053 -23.38922
N -10.81671 -29.88645 -22.38390
H -10.82902 -30.89185 -27.13010
H -9.78991 -29.53237 -27.37557
H -11.47567 -29.62539 -28.05998
H -10.44680 -30.76931 -24.87121
H -9.63987 -29.12811 -24.82890
H -12.32975 -29.93133 -23.87236
H -12.39117 -27.87328 -22.46126
H -12.44794 -27.66490 -24.22945
H -10.96296 -27.32333 -23.31631
H -9.85481 -29.72766 -22.64778
H -10.87007 -30.89128 -22.29691
C -11.32041 -20.71739 -20.37094
O -10.65940 -19.75325 -21.22269
C -11.41263 -19.20453 -22.34476
C -12.59032 -18.30924 -21.87619
C -13.22179 -17.52866 -23.02608
N -12.00910 -17.36591 -20.95719
H -12.14385 -20.30070 -19.79094
H -10.55140 -21.07465 -19.68603
H -11.80522 -21.50632 -20.94598
H -10.72896 -18.68768 -23.01823
H -11.85034 -20.05123 -22.87353
H -13.34910 -18.96902 -21.45544
H -13.89178 -16.74826 -22.66524
H -13.70574 -18.20941 -23.72643
H -12.45778 -16.97405 -23.57087
H -11.39938 -17.90983 -20.36348
H -11.48957 -16.64475 -21.43690
C -16.58567 -31.23661 -20.38531
O -17.37135 -30.46459 -21.26248
C -18.01738 -29.34993 -20.60183
C -18.76789 -28.63590 -21.73218
C -17.80362 -28.06622 -22.73408
N -19.62484 -27.53519 -21.18697
H -17.18998 -31.83763 -19.70584
H -15.86069 -30.65594 -19.81493
H -16.00271 -31.92802 -20.99376
H -18.77231 -29.72427 -19.91042
H -17.27592 -28.81393 -20.00934
H -19.41428 -29.40637 -22.15248
H -17.33902 -28.86489 -23.31234
H -17.08481 -27.46307 -22.17944
H -18.29505 -27.45163 -23.48831
H -19.03366 -26.90170 -20.66802
H -20.28879 -27.90237 -20.52030
C -6.25159 -28.03040 -38.66286
O -6.82949 -27.77421 -37.39622
C -7.11595 -26.37355 -37.16264
C -7.84039 -26.29279 -35.79625
C -9.22390 -27.00222 -35.73620
N -7.98249 -24.86461 -35.52229
H -5.79140 -29.01166 -38.54689
H -5.34380 -27.43927 -38.78357
H -6.91855 -27.92480 -39.51850
H -6.23829 -25.72717 -37.16361
H -7.76393 -25.97227 -37.94186
H -7.22053 -26.68173 -34.98841
H -9.54053 -26.85985 -34.70296
H -9.14715 -28.07815 -35.89298
H -9.82385 -26.48826 -36.48720
H -8.40215 -24.71050 -34.61662
H -8.77913 -24.53744 -36.04995
C -5.31188 -24.76543 -28.90016
O -6.24916 -23.73105 -28.58618
C -7.66151 -24.13615 -28.54491
C -8.63544 -22.94017 -28.62255
C -10.09736 -23.45936 -28.47712
N -8.56953 -22.27251 -29.92182
H -5.39197 -25.66674 -28.29244
H -4.26234 -24.48180 -28.82189
H -5.39818 -25.15327 -29.91515
H -7.92384 -24.82505 -29.34784
H -7.82435 -24.68204 -27.61563
H -8.34729 -22.22835 -27.84900
H -10.25287 -24.13105 -27.63287
H -10.37242 -24.10000 -29.31499
H -10.78262 -22.61540 -28.55611
H -7.59642 -22.00632 -29.96975
H -9.05109 -21.38977 -29.82709
*
```

Properties
Highest occupied orbital energy (eV): -8.86
Kohn-Sham gap (eV): 9.26
SMILES string: COC[C@H](C)N.COC[C@H](C)N.COC[C@H](C)N.COC[C@H](C)N.COC[C@H](C)N.COC[C@H](C)N.COC[C@H](C)N

These are the Löwdin partial charges, in e, on atoms 1 to 2: -0.137 -0.198

Most stable structure - run B; separation to the second - 0.5821 hartree.

Run A
A structure of composition C2H5PS. Source: OMol25; level of theory: wB97M-V/def2-TZVPD.

Geometry as ORCA input:
```
! wB97M-V def2-TZVPD RIJCOSX def2/J DEFGRID3
* xyz 0 1
C 1.27722 -0.40148 -0.53152
C 0.16265 0.55119 -0.58519
P -1.94967 -0.27907 0.32978
S 1.27079 0.91553 0.69526
H 1.26477 -1.35907 0.12081
H 2.05991 -0.41274 -1.34975
H 0.01559 1.22759 -1.37511
H -2.21222 0.80738 1.12400
H -1.88906 -1.04934 1.57172
*
```

Properties
Highest occupied orbital energy (eV): -8.05
Kohn-Sham gap (eV): 7.90

These are the natural (NBO) partial charges, in e, on atoms 1 to 2: -0.539 -0.398

Run B
The molecule C2H5PS. Source: OMol25; level of theory: wB97M-V/def2-TZVPD.

Geometry as ORCA input:
```
! wB97M-V def2-TZVPD RIJCOSX def2/J DEFGRID3
* xyz 0 1
H 2.19027 -1.20794 2.34288
P 2.09224 -1.61090 0.95143
C 0.79941 -0.54853 0.60621
S 0.14722 -0.48284 -1.05908
C -1.14095 0.83052 -1.07952
H 0.09864 0.02452 1.18957
H -1.85217 0.53222 -1.72330
H -0.89224 1.86862 -1.16253
H -1.44244 0.59432 -0.06566
*
```

Properties
Highest occupied orbital energy (eV): -8.17
Kohn-Sham gap (eV): 8.24
SMILES string: [H]/P=C/SC

These are the natural (NBO) partial charges, in e, on atoms 1 to 2: -0.035 0.355

Most stable structure - run B; separation to the second - 0.0564 hartree.

Run A
A cluster of 2 separate species, CH2ClFP2 in total. Source: OMol25; level of theory: wB97M-V/def2-TZVPD.

Geometry as ORCA input:
```
! wB97M-V def2-TZVPD RIJCOSX def2/J DEFGRID3
* xyz 0 1
C 0.48008 0.92052 -0.00357
F -1.98404 1.36946 0.90825
P -0.40169 -0.38025 -0.93968
P -1.11852 1.60254 -0.47226
Cl 1.96395 1.61982 -0.07727
H -0.38509 -0.43959 1.92262
H -0.18304 -0.03850 -2.45161
*
```

Properties
Highest occupied orbital energy (alpha / beta) (eV): -9.00 / -9.75
Kohn-Sham gap (alpha / beta) (eV): 8.40 / 8.01

These are the natural (NBO) partial charges, in e, on atoms 1 to 2: -0.725 -0.578

Run B
The molecule CH2ClFP2. Source: OMol25; level of theory: wB97M-V/def2-TZVPD.

Geometry as ORCA input:
```
! wB97M-V def2-TZVPD RIJCOSX def2/J DEFGRID3
* xyz 0 1
F 2.41767 -0.72495 0.53291
P 0.91086 -0.66755 -0.68206
P 0.13377 1.34967 -0.28908
C -0.50519 -0.23922 0.47596
Cl -2.02557 -0.95839 -0.06737
H -0.40431 1.37779 -1.62301
H -0.52724 -0.13735 1.65264
*
```

Properties
Highest occupied orbital energy (eV): -10.16
Kohn-Sham gap (eV): 9.85
SMILES string: FP1#[PH][C@H]1Cl

These are the natural (NBO) partial charges, in e, on atoms 1 to 2: -0.611 0.903

Most stable structure - run B; separation to the second - 0.1280 hartree.

Run A
A cluster of 4 separate species, C2H12NO4 in total. Source: OMol25; level of theory: wB97M-V/def2-TZVPD.

Geometry as ORCA input:
```
! wB97M-V def2-TZVPD RIJCOSX def2/J DEFGRID3
* xyz -1 1
C -1.25632 0.73586 -0.66220
O -1.08271 -0.55858 -0.72916
C 0.00734 1.43424 -0.19567
N 1.31495 0.98314 -0.93036
H -1.50259 1.04146 -1.74883
H -2.21139 0.82166 -0.01457
H 0.00915 2.57873 -0.02551
H 0.14219 0.98740 0.77087
H 1.24038 -0.03433 -0.84623
H 1.40883 1.20320 -1.84008
H 0.44703 -2.98160 0.37729
H -0.10335 -1.52077 0.17325
O 0.67330 -2.03904 0.51510
H 2.21099 0.54716 1.74189
H 2.96444 1.55109 0.98257
O 2.71834 1.40523 1.92551
H -2.18544 -2.63906 0.69553
H -2.16926 -1.60875 -0.43026
O -2.62587 -1.90705 0.24088
*
```

Properties
Highest occupied orbital energy (eV): -3.37
Kohn-Sham gap (eV): 7.30

These are the natural (NBO) partial charges, in e, on atoms 1 to 2: -0.040 -0.967

Run B
A cluster of 4 separate species, C2H12NO4 in total. Source: OMol25; level of theory: wB97M-V/def2-TZVPD.

Geometry as ORCA input:
```
! wB97M-V def2-TZVPD RIJCOSX def2/J DEFGRID3
* xyz -1 1
C 0.01000 0.99699 -0.96569
N 0.27935 0.52114 0.42059
C 1.56638 -0.22993 0.39264
O 1.73817 -1.09270 -0.68862
H 0.84247 1.65270 -1.25848
H 0.03356 0.19951 -1.70437
H -0.89233 1.60508 -1.03075
H -0.28778 -0.33384 0.40079
H 2.43784 0.43028 0.45292
H 1.49857 -0.82720 1.31067
H 0.66131 2.81317 1.08933
H -0.51543 3.27537 0.35670
O 0.05703 3.56640 1.07181
H -0.10461 -3.37606 -0.65103
H 1.06880 -1.83664 -0.43521
O -0.17581 -2.63918 -0.03503
H -3.28441 -1.61580 -0.12657
H -2.01919 -1.73639 0.67298
O -2.91394 -1.37289 0.72733
*
```

Properties
Highest occupied orbital energy (eV): -4.47
Kohn-Sham gap (eV): 8.34

These are the natural (NBO) partial charges, in e, on atoms 1 to 2: -0.446 -0.672

Most stable structure - run B; separation to the second - 0.0518 hartree.